1.
A molecular structure, C4H8O5 in a non-equilibrium geometry. Source: the Open Molecules 2025 dataset; level of theory: ωB97M-V/def2-TZVPD.

XYZ file:
```
17
Properties=species:S:1:pos:R:3:forces:R:3:nbo_charge:R:1
C -0.469377 2.039316 0.388781 -0.035 0.424 1.706 0.66
C 0.095072 -0.348741 -0.340692 0.327 -3.101 0.530 -0.12
C 0.891638 -0.103937 -1.581331 -0.012 0.199 0.093 -0.65
C 0.264055 -1.858689 0.404078 -1.438 0.356 -2.935 0.87
O 0.820663 -0.424620 0.894090 0.582 2.817 1.424 -0.64
O -0.867041 -2.123719 1.135646 0.049 0.223 0.362 -0.73
O 0.154910 1.794130 1.462173 -0.792 0.425 -1.497 -0.65
O -1.788192 2.193757 0.383467 0.444 -0.264 -0.093 -0.64
O 0.997512 -2.721282 -0.022092 0.326 0.240 0.682 -0.67
H -0.957419 -3.086399 1.164349 0.254 0.109 0.015 0.50
H -2.155164 1.839418 1.213040 0.133 0.147 -0.026 0.51
H 0.674345 0.694536 1.398993 0.229 -1.804 -0.356 0.51
H 0.001132 2.425861 -0.515539 0.016 -0.320 -0.024 0.17
H -0.972435 -0.175959 -0.272191 0.055 0.486 0.088 0.21
H 1.454777 0.832671 -1.531160 -0.036 0.096 -0.079 0.20
H 1.628096 -0.895080 -1.736355 -0.119 -0.117 0.151 0.25
H 0.227425 -0.081262 -2.445257 0.017 0.083 -0.040 0.22
```
Forces are in eV/Å.

Calculated values
E_HOMO: -8.179 eV
ΔE to the lowest compared entry with this formula, charge and spin: 388.9 kJ/mol
HOMO-LUMO gap: 8.06 eV
total energy: -533.2975 hartree

2.
2 unconnected molecules or ions with the total composition C3H5N3OS in a non-equilibrium geometry. Source: the Open Molecules 2025 dataset; level of theory: ωB97M-V/def2-TZVPD.

XYZ file:
```
13
Properties=species:S:1:pos:R:3:forces:R:3:nbo_charge:R:1
C -1.675371 -0.244862 -0.007881 1.410 3.763 -1.807 0.39
C -0.520253 -1.014353 0.104958 -3.192 0.798 -0.916 -0.08
C 0.179464 1.136793 -0.120356 -1.588 -2.503 -0.071 0.51
H -2.707047 -1.696652 0.049800 -1.875 2.484 0.206 0.48
H -0.437088 -1.992615 -0.242586 0.072 -1.973 0.475 0.22
H 2.785029 0.231371 0.467747 -0.743 -1.033 -0.414 0.19
H 0.779753 2.854926 0.224624 0.201 0.355 -0.530 0.37
H -1.813927 1.980200 1.752110 0.401 -0.303 -1.297 -0.08
N 0.498484 -0.220498 -0.014799 5.053 -0.365 -0.021 -0.47
N 1.137632 1.924865 0.028329 -0.169 1.803 0.299 -0.65
N -1.268630 1.126941 -0.400362 -1.225 -2.528 4.093 -0.40
O -2.970788 -0.686251 0.070879 2.603 -2.468 -0.411 -0.61
S 2.167758 -0.935740 0.001798 -0.947 1.969 0.395 0.14
```
Forces are in eV/Å.

Calculated values
E_HOMO: -7.291 eV
ΔE to the lowest compared entry with this formula, charge and spin: 813.3 kJ/mol
HOMO-LUMO gap: 4.80 eV
total energy: -754.7293 hartree

3.
A molecular structure, C19H17N5O6W in a non-equilibrium geometry. Source: the Open Molecules 2025 dataset; level of theory: ωB97M-V/def2-TZVPD.

XYZ file:
```
48
Properties=species:S:1:pos:R:3:forces:R:3:lowdin_spin:R:1
W -1.128359 -0.273298 0.283003 1.361 -0.814 2.243 0.81
N -0.449334 -1.171083 2.025429 0.096 -0.005 -0.420 0.00
C 0.074961 -2.504469 1.746897 -0.025 0.107 0.102 0.00
C -0.928278 -3.197156 0.852341 -0.348 0.059 -0.453 0.00
O -1.339385 -4.328139 0.982828 0.120 -0.065 0.054 0.00
N -1.411483 -2.299785 -0.097705 -0.247 0.195 0.069 0.00
C -2.810536 -2.485005 -0.476814 0.039 0.112 -0.006 0.01
C -3.538441 -1.195585 -0.059937 0.083 -0.063 0.434 0.01
O -4.425894 -0.691222 -0.692329 -0.271 -0.085 0.181 0.02
O -2.967810 -0.690570 1.059121 -0.301 0.242 -0.954 0.03
H 0.754060 0.455879 2.997828 -0.052 -0.084 0.152 0.02
H -1.205599 -1.245552 2.695412 -0.123 -0.066 0.047 0.00
H 0.229598 -3.100289 2.644108 0.010 0.005 0.062 0.00
H 1.026964 -2.424916 1.214686 0.048 -0.009 0.008 0.00
H -3.251911 -3.319876 0.068444 0.057 -0.135 -0.052 0.00
H -2.957698 -2.642469 -1.545179 -0.010 -0.004 -0.030 0.00
O 0.757426 -0.304086 -0.236717 0.112 0.108 -0.204 0.04
C 1.952327 0.079899 0.264058 -0.289 -0.034 -0.104 0.01
C 3.074685 -0.312626 -0.459448 0.233 0.022 0.007 0.00
C 4.343635 0.070980 -0.062534 -0.027 -0.045 -0.048 0.00
C 4.507086 0.863632 1.064315 -0.039 0.018 0.017 0.00
C 3.389066 1.253076 1.783656 0.051 -0.020 0.017 0.00
C 2.106648 0.867971 1.407892 0.069 0.005 0.111 0.02
C 0.924250 1.251143 2.272402 -0.083 0.336 -0.264 0.03
N -0.294803 1.428597 1.494462 -0.248 -0.372 0.007 0.25
C -0.811960 2.610142 1.770078 0.129 0.439 0.294 0.12
C -0.011123 3.308330 2.676273 -0.324 -0.025 -0.223 0.28
N 1.073268 2.550623 2.937682 0.130 -0.221 0.084 0.22
H 2.922176 -0.919031 -1.343097 -0.017 0.008 0.013 0.00
H 5.204954 -0.244263 -0.638070 -0.017 0.006 0.010 0.00
H 5.492829 1.177945 1.379585 -0.007 -0.001 0.000 0.00
H 3.521370 1.878455 2.658787 0.002 -0.022 -0.018 0.00
H -1.727141 2.951100 1.315971 -0.004 -0.009 -0.001 0.00
H -0.163876 4.284527 3.105659 0.008 -0.037 -0.003 0.02
H 1.614430 2.654244 3.779028 0.053 0.024 -0.050 0.01
O -1.626403 3.204282 -1.467064 -0.043 0.337 -0.061 0.01
C -1.679062 2.016782 -1.317195 -0.156 -0.716 -0.366 0.01
O -2.134470 1.375015 -0.261884 0.214 0.611 -0.195 0.02
C -1.243798 1.011867 -2.366679 -0.350 0.639 -0.043 0.01
C -0.977742 1.340406 -3.670704 0.141 -0.135 -0.291 0.00
C -0.653151 0.304671 -4.543653 -0.035 0.482 -0.124 0.01
C -0.590715 -0.986838 -4.068872 -0.029 -0.435 0.419 0.00
C -0.851111 -1.231153 -2.723539 0.146 0.046 -0.596 0.01
N -1.197215 -0.238760 -1.914942 -0.057 -0.388 0.226 0.00
H -1.030326 2.377819 -3.968596 0.002 -0.019 -0.038 0.00
H -0.448983 0.513976 -5.586424 -0.004 -0.001 0.034 0.00
H -0.336032 -1.817559 -4.712054 -0.003 0.037 -0.020 0.00
H -0.777093 -2.207649 -2.266509 0.004 -0.028 -0.030 0.00
```
Forces are in eV/Å.

Calculated values
spin multiplicity: 3
E_HOMO (spin up / spin down): -7.686 / -8.555 eV
ΔE to the lowest compared entry with this formula, charge and spin: 318.7 kJ/mol
HOMO-LUMO gap (spin up / spin down): 7.03 / 7.35 eV
total energy: -1526.6329 hartree

4.
A molecular structure, C7H23BrCuN7O4 in a non-equilibrium geometry. Source: the Open Molecules 2025 dataset; level of theory: ωB97M-V/def2-TZVPD.

XYZ file:
```
43
Properties=species:S:1:pos:R:3:forces:R:3:lowdin_spin:R:1
Cu 0.000457 0.678743 -0.095965 -0.455 0.824 -0.475 0.76
Br 1.117241 3.094429 0.159926 -0.597 -1.353 -0.012 0.14
C -0.987898 -2.386541 -0.906065 0.158 -0.793 -0.862 0.00
O -0.864867 -1.264406 -0.427391 -0.053 0.176 0.358 0.02
N -1.533486 -3.427109 -0.216034 0.159 0.727 0.559 0.00
N -0.599330 -2.749520 -2.169445 -0.309 1.192 1.650 0.00
H -1.516153 -3.351966 0.786457 -0.313 -0.214 -0.076 0.00
H -1.728900 -4.299612 -0.662706 0.009 -0.239 0.179 0.00
H -0.768116 -3.708594 -2.382642 0.278 -0.006 -1.054 0.00
H -0.334376 -1.974188 -2.752804 -0.020 -0.445 -0.482 0.00
C -2.676132 2.645487 -1.046126 -0.187 -1.219 -0.395 0.00
O -2.014879 1.672353 -0.645322 0.024 0.614 0.086 0.00
N -3.437817 3.393237 -0.221062 0.569 -0.584 1.245 0.00
N -2.830042 2.907871 -2.358835 0.101 0.154 0.281 0.00
H -3.224605 3.177646 0.740364 -0.399 0.420 0.045 0.00
H -3.960290 4.215833 -0.449218 0.100 0.075 -0.151 0.00
H -2.137280 2.495049 -2.959759 -0.187 0.318 -0.289 0.00
H -3.315408 3.767191 -2.541566 0.293 0.003 -0.855 0.00
C 2.027369 0.431882 -2.580474 0.452 0.257 0.713 0.00
O 0.912436 0.266342 -2.035239 -0.082 0.154 0.239 0.03
N 2.881849 1.417021 -2.282576 -0.492 0.582 0.552 0.00
N 2.490321 -0.483788 -3.445835 -0.520 -0.781 -0.632 0.00
H 3.697989 1.621259 -2.827404 0.040 -0.126 -0.094 0.00
H 2.556289 2.121075 -1.626702 0.001 0.044 0.078 0.00
H 3.343069 -0.366098 -3.961110 -0.019 0.084 -0.060 0.00
H 1.788693 -1.104391 -3.813224 0.279 -0.109 -0.103 0.00
C -0.371698 -0.130026 4.204737 1.067 0.759 0.093 0.00
C 0.144786 0.255312 2.805874 -0.821 0.511 0.786 0.00
C 1.202461 -0.748822 2.340045 -1.245 0.723 0.068 0.00
O 1.444219 -0.581455 0.960035 1.600 -0.361 0.460 0.00
C 2.459428 -1.521823 0.577235 -0.222 -0.730 -0.013 0.00
N -1.036170 0.432129 1.925372 1.975 -1.258 -0.730 0.05
H -0.796174 -1.130349 4.293770 0.387 -0.181 -0.187 0.00
H -1.149732 0.542047 4.569600 0.101 0.236 -0.192 0.00
H 0.503382 0.031480 4.840515 -0.322 -0.533 0.542 0.00
H 0.584129 1.257440 2.821174 0.355 -0.203 0.280 0.00
H 0.897189 -1.794249 2.472932 -0.071 0.049 0.422 0.00
H 2.069918 -0.501203 2.956984 0.284 -0.398 -0.220 0.00
H 2.905665 -1.209513 -0.360125 -0.074 -0.076 -0.035 0.00
H 2.053023 -2.540065 0.544647 -0.552 0.137 -0.727 0.00
H 3.222255 -1.727286 1.333835 0.202 1.135 0.159 0.00
H -1.409744 -0.512674 1.998064 -1.058 0.393 -0.675 0.00
H -1.609092 1.089850 2.436057 -0.435 0.041 -0.475 0.00
```
Forces are in eV/Å.

Calculated values
total charge: +1
spin multiplicity: 2
E_HOMO (spin up / spin down): -11.437 / -11.370 eV
ΔE to the lowest compared entry with this formula, charge and spin: 38.6 kJ/mol
HOMO-LUMO gap (spin up / spin down): 9.36 / 7.09 eV
total energy: -5179.1979 hartree